(1)
17
Properties=species:S:1:pos:R:3:forces:R:3:mulliken_charge:R:1 method="wB97M-V/def2-TZVPD" gap_ev=9.75 multiplicity=1 total_charge=0 lumo_ev=1.14 e_homo_ev=-8.6 smiles=CC[C@H]1CN1C
N -1.2936 0.4063 -0.4562 -0.173 1.195 -0.371 -0.421
C 0.0107 -0.3443 0.4492 -0.567 0.110 -1.522 -0.004
C 1.3167 -0.4504 -0.3068 -0.009 -0.074 -0.198 -0.537
C -0.5522 1.0186 0.5995 -0.350 0.380 0.154 -0.378
C 2.5532 -0.3542 0.5996 -0.050 0.020 0.046 -1.128
C -2.6336 -0.0087 0.0368 0.080 0.113 -0.169 -0.883
H -1.0902 1.3260 1.4920 -0.014 -0.044 0.092 0.328
H -2.6495 -0.8181 0.7914 0.323 0.229 -0.180 0.339
H -3.2525 -0.3178 -0.8110 0.200 -0.007 0.103 0.257
H 1.3631 0.3344 -1.0731 0.042 -0.131 0.014 0.323
H 2.6607 0.6392 1.0503 -0.094 -0.139 -0.061 0.285
H 0.0805 1.8061 0.1815 0.132 -0.195 0.422 0.255
H -0.7784 -1.0010 0.0387 0.610 -1.579 1.858 0.194
H 2.5115 -1.0881 1.4118 -0.026 0.103 -0.124 0.338
H 3.4603 -0.5526 0.0159 -0.182 0.058 0.109 0.347
H -3.1004 0.8675 0.5047 0.029 -0.151 -0.113 0.373
H 1.3359 -1.4176 -0.8169 0.049 0.113 -0.060 0.313


(2)
88
Properties=species:S:1:pos:R:3:forces:R:3:mulliken_charge:R:1 method="wB97M-V/def2-TZVPD" gap_ev="6.39 / 5.16" multiplicity=5 total_charge=-1 lumo_ev="2.27 / 0.74" s_squared=6.03 e_homo_ev="-4.1 / -4.4"
Ir -0.7662 0.4579 1.1488 -0.359 0.477 -0.063 2.545
S -2.7104 6.0700 5.6635 -0.011 0.052 0.086 -0.281
S -0.6357 4.2442 4.5716 -0.227 -0.114 -0.130 -0.067
S -3.4217 3.6487 4.0906 0.329 0.113 0.043 -0.078
S -2.8897 1.3683 2.2901 0.543 -0.004 0.029 -0.388
S 0.3898 2.0427 2.8666 -0.373 -0.166 -0.225 -0.442
Si -3.1421 -1.5796 -0.3677 -0.296 0.006 -0.320 -0.004
F -0.8399 -0.9968 3.4608 -0.221 0.247 0.037 -0.250
N 2.4076 1.1865 0.2933 0.154 -0.104 0.378 0.591
N 3.7668 -0.6681 0.7043 -0.047 0.019 -0.040 0.224
N 1.5012 -0.5989 1.4110 -0.012 0.232 0.005 0.429
N -0.4235 1.5848 -0.7927 -0.193 -0.499 0.854 0.326
N -1.9990 -1.5452 0.9283 0.271 0.547 0.263 -0.015
C -1.9682 -4.3567 4.1093 0.046 -0.045 0.034 -0.520
C 0.7841 -0.3845 -1.5118 -0.523 0.040 -0.165 0.592
C -2.4366 -4.7027 2.8507 -0.062 -0.103 0.072 -0.903
C -1.9685 2.9661 -2.1883 0.024 -0.098 0.050 -1.684
C -2.4321 -3.7948 1.8077 0.129 0.045 0.033 -0.590
C 3.9114 -2.0374 1.1560 -0.021 -0.127 0.051 -0.541
C 1.6317 -1.8928 2.0570 0.036 -0.052 0.186 -0.624
C -4.0877 0.0571 -0.4390 0.273 -0.143 -0.085 -0.371
C 0.2249 0.8900 -1.7938 0.221 -0.196 -0.438 1.518
C 3.0738 -2.2310 2.4037 -0.051 0.068 -0.199 -0.928
C -0.8634 2.9581 -1.1062 -0.024 0.239 -0.110 1.217
C 0.4418 1.3390 -3.1180 -0.052 -0.032 0.044 -1.109
C 1.7812 -0.5844 -3.6836 0.038 0.027 -0.042 -1.000
C 0.3402 3.8615 -1.4729 0.020 -0.105 0.058 -1.778
C -4.5124 -2.9055 -0.2894 0.131 0.059 0.163 -1.541
C -1.9704 -2.4606 1.9423 0.217 -0.214 -0.031 0.608
C -2.3445 -1.9046 -2.0556 -0.042 0.129 0.205 -0.698
C -2.2800 4.7303 4.8205 -0.060 -0.172 -0.010 0.126
C 1.3582 1.1772 -5.4310 0.004 0.031 0.049 -1.763
C -0.9401 2.8649 3.5244 0.576 0.078 -0.034 0.201
C 4.6741 -0.2277 -0.3392 0.086 0.111 -0.025 -0.599
C -1.4402 -3.0842 4.2795 -0.030 -0.077 -0.016 -0.648
C 3.3346 1.7928 -0.6358 0.096 -0.010 -0.046 -0.138
C 1.5485 -1.0974 -2.4053 -0.093 -0.053 -0.027 0.526
C 2.5242 -0.0686 0.8116 0.080 0.037 0.202 -0.491
C -2.2714 2.5841 3.2921 -0.593 -0.203 -0.239 0.137
C -1.4778 3.6373 0.1140 0.008 -0.067 -0.060 -1.875
C 1.1962 0.6180 -4.0395 0.096 -0.060 -0.056 -0.116
C 4.7360 1.2883 -0.3467 -0.151 -0.064 -0.007 -1.011
C 2.1196 -2.4339 -2.0050 -0.046 0.108 -0.047 -1.779
C -1.4336 -2.2010 3.2265 -0.153 -0.084 -0.170 0.009
H 1.2067 -2.6752 1.4144 -0.031 -0.006 0.000 0.197
H -2.3903 3.1362 0.4217 -0.038 -0.031 0.066 0.187
H -4.5962 0.1908 -1.3977 -0.007 -0.086 -0.023 0.394
H 5.4400 1.6482 -1.0977 -0.020 -0.012 -0.030 0.449
H 3.0611 1.5557 -1.6737 -0.032 0.011 0.008 0.032
H -1.9893 -5.0597 4.9312 0.022 -0.007 -0.007 0.365
H -1.7253 4.6719 -0.1401 0.002 -0.016 -0.020 0.577
H 1.9404 0.5088 -6.0655 -0.002 -0.009 0.006 0.406
H 1.8616 2.1466 -5.4048 0.002 0.000 -0.031 0.314
H -1.9187 -0.9990 -2.4854 0.127 0.084 -0.039 -0.053
H -4.1549 -3.8671 -0.6667 -0.069 0.004 0.003 0.377
H -0.7707 3.6458 0.9398 -0.008 -0.006 0.098 0.206
H 0.3827 1.3298 -5.8978 0.015 0.001 -0.035 0.326
H 0.5636 -0.8263 -0.5502 0.029 -0.064 -0.131 -0.621
H 5.6551 -0.6606 -0.1328 -0.012 -0.026 0.027 0.504
H 2.3814 -1.1430 -4.3950 -0.026 0.013 -0.035 0.293
H -2.7819 -4.1116 0.8358 0.090 -0.020 0.092 0.442
H -4.9158 -3.0641 0.7130 0.014 0.017 -0.008 0.398
H -4.8315 0.1142 0.3590 0.020 -0.008 0.006 0.380
H -3.0909 -2.2904 -2.7568 -0.035 0.035 0.035 0.564
H 3.5939 -2.7485 0.3796 0.055 0.017 0.064 0.134
H 0.0107 2.2608 -3.4774 0.118 -0.046 0.045 0.904
H 4.9713 -2.2169 1.3546 0.013 0.039 -0.016 0.446
H -5.3377 -2.5903 -0.9336 0.040 0.091 -0.050 0.412
H -0.0186 4.8224 -1.8478 0.032 0.020 0.003 0.571
H 3.4330 -1.5487 3.1780 0.004 -0.045 0.054 0.299
H 3.1563 -3.2557 2.7686 -0.008 0.000 0.018 0.459
H 2.0222 -3.1590 -2.8149 0.007 -0.020 0.019 0.620
H 4.3469 -0.5848 -1.3272 0.079 0.011 0.026 0.104
H 3.2829 2.8754 -0.5106 -0.047 0.004 -0.033 0.357
H 1.0130 3.4294 -2.2082 0.001 0.054 -0.012 0.410
H 1.4500 1.5190 0.2599 -0.052 0.070 -0.064 -0.737
H 1.0328 -1.8753 2.9680 0.145 -0.049 -0.157 0.008
H -1.0240 -2.7672 5.2279 0.003 0.058 -0.027 0.439
H -3.3928 0.8879 -0.3111 -0.046 0.067 -0.075 -0.573
H 5.0564 1.6380 0.6371 0.060 0.012 -0.013 0.361
H 0.9199 4.0501 -0.5656 0.000 0.016 0.020 0.227
H -1.5432 -2.6426 -1.9796 0.025 -0.014 0.027 0.191
H -2.9232 2.7128 -1.7261 -0.015 -0.008 0.008 0.392
H -2.8031 -5.7085 2.6782 -0.040 0.027 -0.045 0.367
H 1.6049 -2.8222 -1.1250 0.037 -0.031 0.007 0.180
H 3.1840 -2.3403 -1.7692 -0.046 -0.108 -0.028 0.105
H -2.0597 3.9615 -2.6299 -0.029 -0.002 -0.033 0.352
H -1.7939 2.2407 -2.9795 -0.113 0.088 0.021 0.420


(3)
101
Properties=species:S:1:pos:R:3:forces:R:3:mulliken_charge:R:1 method="wB97M-V/def2-TZVPD" gap_ev="6.39 / 6.94" multiplicity=2 total_charge=0 lumo_ev="-0.06 / -0.60" s_squared=0.76 e_homo_ev="-6.4 / -7.5"
Pt 0.0460 0.1727 0.4936 0.605 -0.469 0.173 1.725
Ge -1.8523 1.0256 -0.7345 -0.154 0.088 0.393 1.411
S 0.9208 0.7476 9.5902 0.086 -0.177 -0.001 -0.228
O 2.2575 3.0403 9.3648 0.105 -0.019 -0.185 -0.493
N 2.5050 -1.6054 -2.7101 -0.023 -0.038 0.065 0.448
N 1.5126 -0.3083 -1.0404 -0.037 0.126 -0.274 -0.037
N 0.6701 -2.4068 -1.6020 -0.125 -0.042 -0.047 0.614
C -1.9314 -1.9286 1.0034 -0.186 -0.147 0.235 -0.397
C 0.3946 1.9869 7.1559 -0.020 -0.049 -0.014 -0.270
C -3.9744 -1.7853 -3.1855 0.007 -0.010 -0.005 -1.087
C 0.2519 1.9759 5.7795 -0.016 0.030 0.001 -0.678
C 0.7446 0.8166 7.8229 -0.116 0.170 0.043 0.108
C -5.2024 -1.1543 -3.3266 0.025 -0.024 -0.004 -0.654
C 3.3691 -3.6525 -3.6805 -0.056 -0.035 0.014 -0.475
C -2.9742 -1.2031 -2.4181 -0.005 0.059 -0.058 0.356
C -3.8496 4.2369 1.1647 0.006 -0.028 0.009 -0.764
C -0.8611 -1.6060 0.1746 0.048 0.217 -0.250 -1.401
C 0.9214 -0.3633 7.1089 0.012 0.009 -0.086 -0.502
C 0.2617 0.7850 3.6241 -0.089 0.098 0.104 0.480
C 3.5898 0.7828 -0.3902 -0.004 -0.059 0.059 1.532
C 0.2284 4.0061 -3.7941 -0.027 -0.037 -0.014 -0.483
C 4.4929 2.5736 -1.7522 -0.026 -0.031 0.018 -0.904
C 1.5419 -1.3867 -1.7595 0.117 -0.042 -0.021 0.057
C -0.5685 -4.8791 -1.7848 -0.020 0.001 0.009 -1.650
C -0.2054 3.3074 -1.5333 0.005 0.003 -0.090 0.007
C -0.4082 -2.5876 -0.7048 0.134 0.006 -0.179 0.888
C 4.5614 1.7454 -0.6401 -0.008 0.005 -0.016 -0.928
C -5.4228 0.0613 -2.6979 0.056 0.055 0.044 -0.817
C -3.5506 1.5197 1.6178 -0.006 0.028 0.007 -0.087
C 0.1022 0.7862 2.4150 -0.333 0.118 -0.219 -1.088
C 0.4618 -1.4307 -4.7696 0.023 -0.081 0.034 -1.045
C 3.6803 -0.1164 0.8130 0.002 0.050 -0.053 -1.098
C 2.4437 1.5060 -2.3980 0.023 0.041 -0.033 0.828
C 3.3384 1.4318 10.7693 -0.065 0.052 0.099 -1.084
C -1.0352 -3.8439 -0.7939 -0.050 -0.018 0.073 1.572
C -2.9118 2.0962 0.5217 0.009 0.179 -0.105 0.102
C 2.3344 -4.6347 -5.6036 0.000 -0.004 0.000 -0.653
C 0.7543 -0.3746 5.7338 0.012 -0.005 0.066 -0.613
C -4.4202 0.6394 -1.9278 -0.004 -0.107 -0.033 -0.711
C 0.4246 0.7971 5.0475 0.022 -0.004 -0.098 0.301
C -2.5592 -3.1584 0.9427 0.050 -0.003 0.000 -1.162
C 2.2613 1.9512 9.8566 -0.025 -0.034 0.063 0.789
C -3.1790 0.0149 -1.7746 -0.044 -0.030 0.053 0.036
C 1.4072 -3.6029 -5.6285 0.033 0.012 0.031 -0.854
C 1.4429 -2.5715 -4.6948 0.060 0.084 0.036 1.516
C -2.1147 -4.1074 0.0320 0.014 0.041 -0.008 -0.958
C 3.4321 2.4496 -2.6348 -0.009 -0.004 0.007 -1.137
C 3.3269 -4.6562 -4.6356 -0.012 0.008 0.006 -0.672
C 2.4351 -2.6240 -3.7035 -0.079 0.030 -0.095 -0.562
C -4.4731 3.6484 2.2542 0.025 -0.011 -0.026 -0.501
C 0.3946 4.1842 -2.4272 -0.017 -0.017 0.035 -0.919
C 2.5188 0.6737 -1.2896 0.092 -0.061 0.258 -1.481
C -3.0761 3.4646 0.3050 -0.043 -0.027 0.055 -0.322
C -0.9941 2.2511 -1.9939 0.084 -0.027 -0.012 -0.039
C -1.1526 2.0817 -3.3693 0.050 0.026 -0.004 -0.757
C -0.5424 2.9507 -4.2666 0.019 0.019 0.047 -0.790
C -4.3241 2.2853 2.4769 0.010 -0.004 -0.004 -0.787
H 0.8978 -3.2190 -2.1529 -0.035 0.030 -0.009 -0.219
H -4.8089 1.8178 3.3245 -0.003 0.001 0.008 0.415
H -1.7674 1.2703 -3.7443 -0.004 -0.002 -0.005 0.417
H 5.3896 1.8433 0.0517 -0.002 -0.008 0.005 0.434
H 4.1194 -3.6575 -2.8998 0.005 0.002 -0.002 0.491
H 4.0576 -5.4532 -4.6167 0.008 -0.006 0.000 0.402
H -1.2059 -5.7597 -1.7336 0.012 -0.001 0.000 0.388
H 3.6012 -1.1682 0.5324 -0.003 -0.015 -0.006 0.212
H -2.2491 -1.1993 1.7365 -0.030 -0.012 -0.034 0.499
H -5.9846 -1.6100 -3.9204 0.002 -0.004 -0.003 0.358
H 3.2538 -0.9320 -2.7436 -0.029 0.051 -0.057 0.245
H -2.0282 -1.7149 -2.3187 0.050 -0.032 0.030 0.607
H -3.9629 5.2979 0.9802 -0.003 0.005 0.003 0.414
H 1.1946 -1.2700 7.6327 -0.001 -0.005 0.002 0.408
H 5.2635 3.3135 -1.9239 0.008 0.005 -0.003 0.427
H -3.3889 -3.3774 1.6018 -0.007 -0.005 -0.002 0.448
H -4.6137 1.5842 -1.4333 -0.012 0.004 0.003 0.414
H -5.0732 4.2469 2.9274 -0.005 0.004 0.006 0.372
H 2.2869 -5.4175 -6.3490 -0.001 -0.004 -0.003 0.409
H 0.4569 -5.2073 -1.5883 0.015 -0.004 -0.001 0.363
H -0.0618 3.4499 -0.4677 0.010 0.003 0.014 0.464
H 2.8700 0.0896 1.5166 -0.022 0.009 0.015 0.104
H -6.3776 0.5615 -2.8004 -0.002 0.003 0.002 0.426
H -0.6058 -4.5103 -2.8158 -0.004 -0.002 0.002 0.326
H -0.0126 2.8828 5.2527 0.000 0.008 0.007 0.481
H 1.0011 5.0004 -2.0555 0.005 0.006 -0.003 0.424
H 0.6494 -3.5810 -6.4022 -0.006 0.002 -0.006 0.451
H -3.7950 -2.7388 -3.6682 -0.001 0.006 0.001 0.465
H 3.7949 0.5509 10.3194 0.020 0.018 -0.019 0.296
H 0.6968 4.6899 -4.4911 0.000 0.002 -0.002 0.432
H 4.6278 0.0310 1.3299 -0.007 0.003 -0.003 0.441
H 2.8963 1.1143 11.7158 -0.009 -0.008 -0.004 0.317
H -0.6783 2.8117 -5.3322 0.001 0.001 -0.005 0.431
H -2.6022 3.9406 -0.5453 -0.007 0.001 0.004 0.372
H 3.3591 3.0940 -3.5001 -0.011 0.021 -0.026 0.473
H 0.9289 -0.4863 -4.4892 0.004 0.001 -0.003 0.083
H 1.5959 1.4195 -3.0633 -0.091 0.005 -0.062 0.324
H 0.0652 -1.3343 -5.7795 0.006 -0.013 0.006 0.625
H -0.3849 -1.5828 -4.0954 -0.001 0.004 0.026 0.125
H -3.4503 0.4597 1.8097 0.009 -0.007 0.008 0.184
H 0.8851 -1.2930 5.1772 0.007 0.000 -0.005 0.481
H 4.0810 2.2068 10.9428 -0.007 0.010 0.017 0.311
H 0.2405 2.8972 7.7158 0.008 0.018 -0.001 0.428
H -2.6074 -5.0695 -0.0381 -0.004 -0.007 0.001 0.351


(4)
19
Properties=species:S:1:pos:R:3:forces:R:3:mulliken_charge:R:1 method="wB97M-V/def2-TZVPD" gap_ev=10.46 multiplicity=1 total_charge=0 lumo_ev=0.84 e_homo_ev=-9.6 smiles="C[C@H]1N(C=O)C1(C)C"
O -0.6437 0.3675 2.7591 -0.314 -0.192 -0.444 -0.547
N -0.0369 -0.8354 0.8844 -0.534 0.465 -1.279 -0.288
C 0.8490 -0.6496 -0.2684 0.440 -1.782 -0.294 -0.157
C -1.5938 -0.9277 -1.1295 0.060 0.576 1.817 -1.491
C 2.0157 0.2843 -0.2792 0.873 -0.086 0.533 -1.322
C -0.7868 1.3351 -0.3393 -0.655 -0.308 2.248 -1.392
C -0.5416 -0.1537 -0.3242 -0.327 -1.023 -0.518 1.174
C 0.0818 -0.4058 2.1639 -1.875 1.947 -0.597 -0.046
H -1.6568 -0.4991 -2.1007 0.129 -0.040 -1.062 0.365
H 1.0519 -1.6214 -0.7663 -0.203 0.706 0.139 0.375
H -1.0158 1.6946 -1.3462 -0.233 0.011 0.357 0.418
H -1.5668 1.5375 0.4917 0.895 0.049 -1.789 0.309
H 0.1247 1.7827 0.0309 0.039 0.620 -0.092 0.351
H 0.8655 -0.8299 2.6656 2.520 -1.435 1.326 0.504
H -2.4893 -0.5929 -0.6206 -0.734 -0.388 -0.062 0.354
H -1.5518 -2.0229 -1.1008 0.310 0.405 -0.086 0.392
H 2.9806 -0.2857 -0.1064 -0.995 0.724 -0.829 0.347
H 1.9661 0.9249 0.6053 -0.052 0.350 -0.290 0.358
H 1.9480 0.8977 -1.2194 0.657 -0.599 0.922 0.297